Here is C28H46Br2F9NNbO9 as an isolated structure from the Open Molecules 2025 dataset. Energies are from ωB97M-V with the def2-TZVPD basis set.

Structure (ORCA input):
```
! wB97M-V def2-TZVPD RIJCOSX def2/J DEFGRID3
* xyz -1 1
H 0.35948 2.99503 1.70835
C -0.87580 -3.80947 1.67747
H 7.74882 -0.97956 -1.28555
H 1.87051 2.08575 -1.87469
H -0.55896 5.79021 -2.31483
C -2.31394 1.70132 2.46363
O -1.36954 -1.08798 7.14101
H -1.26753 -3.68041 5.22365
C -0.38262 0.11498 4.84034
O 1.27621 -6.78432 -6.44005
O -0.23310 -1.28818 5.19695
C -2.35682 8.78527 -4.90830
H 0.09750 -2.60085 3.11361
F 4.25033 -4.66212 0.02973
F -1.37753 9.67833 -4.71226
Br 1.27836 -1.09048 0.60693
H -3.03752 1.03720 2.94048
O 6.71761 -3.50289 -1.64649
H 7.73323 -2.03906 1.58473
F -1.19592 -7.95597 -4.80169
O 0.75406 -5.85622 -4.45888
C -1.15230 -1.70912 6.10336
C -0.98527 -6.91085 -5.61092
C 0.60091 2.18640 1.01320
H -3.19946 -2.89325 4.14002
H 2.29434 -4.25871 -6.05868
C -1.88255 2.80112 3.46699
H 2.80595 -6.22929 -4.57748
H -0.29320 4.31197 0.19818
H -3.87842 -3.68411 5.51639
H 8.26965 -2.95367 0.18371
F -1.35272 -7.26269 -6.83899
O -1.57391 7.02929 -3.58639
C 7.59574 -2.16366 0.51286
H -2.24277 4.45754 -3.58414
H -1.74083 -4.45859 1.74215
H 1.22570 -0.27106 3.51745
O -3.43428 8.07519 -2.87296
H -1.83891 6.69905 -1.53156
Br -1.21755 5.51158 2.58955
N -0.05890 3.81718 -0.65959
C 4.46505 -3.61696 -0.78038
C -2.50821 4.98009 -2.66431
O 6.22906 -2.57276 0.34146
C 7.86734 -0.86158 -0.20884
H 3.40674 -3.79171 -4.76441
H -2.44628 4.28110 -1.83458
F 4.06790 -3.97206 -2.00458
C -1.67479 -1.53104 2.32385
H -2.96116 4.57566 4.05795
H -2.86303 2.19150 1.65841
F -3.46814 9.45606 -5.19611
H -2.41934 -1.84469 1.58589
C 2.12281 -5.44249 -4.26120
C 0.49803 -6.50468 -5.57787
F -1.77777 -5.91644 -5.21268
C 0.86777 1.81936 -1.54772
C 5.94958 -3.22291 -0.77508
H -0.08920 -4.08796 0.98402
H 8.88269 -0.52132 -0.00704
H -1.44312 0.35742 4.79884
H 1.68705 -3.37509 -4.66603
H 1.64757 1.95268 1.21376
H 7.16559 -0.09351 0.11620
C -2.95367 0.20539 -0.32328
O -1.55564 0.33882 -0.24318
C 2.39771 -4.13981 -4.97973
H -2.28582 2.53098 4.44112
C -3.26498 -2.83959 5.22107
H -3.16091 -0.62470 -1.00409
H -3.44928 -0.05428 0.61559
C -2.51013 4.17201 3.15901
C -3.62868 1.44756 -0.91121
H 0.85016 1.43118 3.68919
H -3.07831 2.35671 -0.69112
C -2.54519 7.91331 -3.65465
C -1.86731 -3.01030 5.83364
C -1.57813 6.14652 -2.43294
C -0.74240 -2.66799 2.43300
H 0.03794 0.70165 5.65683
H 0.18179 1.99285 -2.37147
C 0.40495 0.44303 3.56896
F -2.03222 8.05415 -5.97781
H -4.62717 1.51859 -0.48138
H -2.20789 -1.31913 3.25696
H -1.99037 -3.47788 6.80512
H -3.54239 5.31525 -2.76645
H -3.31820 4.08518 2.44427
C 0.42979 2.66281 -0.39108
F 3.69267 -2.62453 -0.37168
H -3.72563 -1.89223 5.48014
Nb -0.70065 0.40894 1.58824
H 0.83556 0.76191 -1.31831
H 2.24636 -5.31313 -3.18960
H -0.81041 2.91353 3.57336
H -3.76574 1.35965 -1.98540
*
```

## Properties
E_HOMO (eV): -4.43
Gap between HOMO and LUMO (eV): 6.19



Here is a 9-piece molecular cluster, C28H46Br8O15 overall from the Open Molecules 2025 dataset. Energies are from ωB97M-V with the def2-TZVPD basis set.

Structure (ORCA input):
```
! wB97M-V def2-TZVPD RIJCOSX def2/J DEFGRID3
* xyz 0 1
H -4.75275 -0.34332 2.10778
H 1.81560 4.74273 -4.89532
H -4.76794 0.17001 -0.98751
H 2.30608 0.01262 0.30715
H -2.66550 -1.05402 -5.37150
H -2.99865 1.51062 -4.44031
H -0.74201 5.63669 3.38289
C -1.47401 2.37446 -1.91878
H 0.15832 4.27891 5.88191
C 2.09133 -5.38123 4.19961
H -0.53581 -2.11783 -7.28840
H -2.41572 -4.83297 -1.45460
C -0.87674 5.21711 4.37744
C -4.65253 0.80624 -1.85765
O 3.14549 6.77888 4.19471
H 0.61049 -1.35619 1.52104
H -2.84923 2.08423 2.28632
O 3.41744 2.69838 -4.94117
H 0.10760 -6.89147 5.46264
H -1.39819 4.25516 4.26200
C 1.24835 3.93042 3.95501
C 0.49895 4.80029 4.98529
O 2.40133 4.73380 3.65715
Br 5.01605 -2.08052 -0.15485
C -2.17999 -3.90977 -0.93291
O -0.59621 -1.93687 -3.46443
C 0.73039 -6.37612 6.19469
Br -2.29160 -0.86577 2.65439
H 1.71203 3.01108 4.31968
H 6.14434 0.45827 0.45309
H 0.93844 0.71682 -0.60086
O 1.61308 -4.27813 3.43380
C -3.13051 2.01741 -3.48332
H 3.83735 3.94295 -3.38025
O -0.71454 -0.33735 -5.06940
C -0.20839 -0.66773 -3.84665
O 1.23512 6.00780 5.03630
O 4.28207 0.69565 -5.46461
H 2.01389 -4.66374 6.32499
H 4.44592 0.90247 0.24892
H -2.85207 0.05185 -2.74328
H 1.40285 -7.06941 6.70146
O 3.20460 1.02643 -3.51578
C 1.70549 4.08913 -4.02758
C 3.66344 1.38923 -4.74151
C 4.80997 -0.89030 1.40711
O 0.36151 -4.21747 5.21781
Br -5.10200 2.60915 1.41812
C 5.17626 0.49998 0.94668
C 0.54163 -1.14435 0.44860
H -5.21740 0.39419 -2.69562
C 0.47756 -3.80861 3.97076
H -1.32393 -3.41303 -1.37502
C -2.09538 -4.20655 0.54710
O -0.48628 2.73841 -1.40402
H -3.65906 0.22082 0.83128
Br 5.06546 1.81512 2.39613
C -1.40064 -2.44841 -4.50315
H 3.75715 -0.92762 1.67568
C 1.23497 0.20318 0.31011
H 0.06114 -6.11863 7.02084
C -1.51178 -1.77362 -6.95890
O -2.00816 2.80196 -3.12150
H 5.42857 -1.10761 2.27567
H -2.34950 -2.41897 -7.22636
C -3.80147 0.13859 1.90490
H -1.77665 -0.89058 -7.55269
H 1.53705 4.81391 -3.22386
H -1.49608 5.79095 5.06058
H -4.95250 1.83413 -1.64557
H 0.62937 3.68958 3.09057
H 1.74299 2.09201 -2.57670
H 1.77154 -6.31136 3.72805
Br 0.69053 1.47369 1.70463
O -2.36155 1.47143 -1.36049
Br -3.78034 -2.83219 -1.39119
C -1.61751 -1.34928 -5.50481
H -0.84624 -3.29767 -4.93158
C -3.22016 1.01848 -2.36777
H -3.00203 -4.74195 0.81314
Br 1.25487 -2.64103 -0.54064
C 1.37911 -5.15220 5.58468
H -1.93891 -3.33165 1.17053
H 3.36468 2.32139 -1.86068
C 2.99877 3.34924 -3.74605
O -0.29115 -3.08638 3.40078
C 2.34600 5.90480 4.30257
H -4.01942 2.64948 -3.56313
C -3.75312 1.52136 2.48167
H -2.34982 -2.91776 -4.22963
H 3.17196 -5.26537 4.21256
H -0.53947 -1.03887 0.35140
Br -0.58269 -5.46001 0.78957
H -4.12446 1.60135 3.49671
O 0.53170 0.04368 -3.25597
C 2.80607 2.15704 -2.78178
H 0.82514 3.46039 -4.10868
*
```

## Properties
E_HOMO (eV): -9.59
Energy relative to the best compared isomer or geometry (same formula, charge and spin) (kcal per mole): 22.7
SMILES string: C[C@H]1COC(=O)O1.C[C@H]1COC(=O)O1.C[C@H]1COC(=O)O1.C[C@H]1COC(=O)O1.C[C@H]1COC(=O)O1.BrCCBr.BrCCBr.BrCCBr.BrCCBr
Gap between HOMO and LUMO (eV): 9.68



Here is C28H46BrNNiOP2 as an isolated structure from the Open Molecules 2025 dataset. Energies are from ωB97M-V with the def2-TZVPD basis set.

Structure (ORCA input):
```
! wB97M-V def2-TZVPD RIJCOSX def2/J DEFGRID3
* xyz 2 3
H -0.92879 -1.47975 5.60714
H 1.97739 3.95633 -4.57450
H -4.18054 -0.28889 -0.15151
H -3.74070 2.04013 1.27282
H -0.87980 0.49675 3.22523
H 0.10003 1.32316 -7.13544
C -1.84418 1.12414 0.61668
H 3.09893 -2.06258 3.74271
H 2.52483 2.42238 0.91705
H 2.36514 4.24160 0.87145
C -2.98009 1.34195 1.64625
C -1.16344 -0.45955 3.68701
C 2.02183 1.92315 -3.91578
H -2.24971 -0.55954 3.60814
H 0.36498 -0.57881 -5.55164
H -3.08528 -0.24504 -2.27856
C -2.03400 -0.07201 -1.99530
H -2.33190 -3.04954 5.06844
N 0.99306 2.70721 -5.91274
H 2.60301 2.13231 -3.03139
H -3.51578 0.42870 1.92879
H -2.16726 -3.50088 2.66372
H -1.42867 -0.81996 -2.51872
H 0.40100 -0.34286 5.20762
H -1.70277 -4.67506 4.80452
Ni -0.60052 -2.41428 0.64084
H -5.03696 -2.58223 -0.36089
C 2.34645 -3.11212 0.13852
C 1.03768 -2.48079 -1.85904
C 1.68842 2.93678 -4.80657
C 2.01597 -2.16992 3.89340
H 1.24896 5.28120 -0.75483
H 3.28913 -3.11006 0.67956
H 0.88684 4.47617 -2.33469
H -3.60101 -1.30342 1.20772
Br 1.59528 -5.08345 2.21030
H -0.49713 -4.96599 0.02776
H 1.74594 -1.83756 4.90557
C -1.60823 1.31897 -2.47747
H -1.23841 1.29132 -3.51082
C 1.31926 -1.34963 2.83045
C 0.89072 -1.52051 -2.95947
C 1.39196 3.16355 -0.70790
H -2.58491 1.78240 2.56961
H 3.46650 3.40440 -0.26458
C -0.67775 -0.52517 5.12972
H 1.79460 -3.24512 3.76344
H -0.85459 1.28096 1.10919
C 0.76346 4.42498 -1.24101
H -1.19811 0.27501 5.66469
C 2.51367 3.32286 0.28736
O 1.03735 2.03710 -1.07219
C -3.96913 -2.40599 -0.57918
C 0.15339 -4.12497 -0.20471
P -1.79150 -0.56776 -0.20625
C 1.42734 0.64748 -4.06437
H 1.33554 -0.26762 3.04504
H -0.31205 4.41477 -1.00586
C -0.00731 -3.36673 -1.41024
C 0.61295 1.47460 -6.19168
H -3.40918 -3.28891 -0.22973
H -3.86684 -2.36604 -1.67130
C 1.27387 -3.84928 0.64360
C 0.79642 0.39606 -5.30726
H 1.81833 -1.47027 1.85636
H -0.56788 -3.40799 5.29228
C 2.20582 -2.44589 -1.08138
C 1.62386 -0.36673 -3.04997
H 3.02084 -1.80695 -1.38728
H -0.56476 -4.17089 2.85400
H -0.90376 -3.56575 -1.99126
P -0.47448 -1.77982 2.63699
C -3.52512 -1.12740 0.12893
H -1.91737 1.91642 -0.16871
H -0.75976 1.70595 -1.89775
H 2.36501 -0.14257 -2.27934
H 0.09889 -1.74735 -3.68804
C -1.22342 -3.37195 3.21837
H -2.42781 2.04836 -2.46099
C -1.46523 -3.60953 4.69230
*
```

## Properties
E_HOMO (spin up / spin down) (eV): -13.73 / -13.91
Gap between HOMO and LUMO (spin up / spin down) (eV): 7.15 / 5.93
Expectation value of S²: 2.0252



| no. | maximum force (eV/A) | total energy (a.u.) |
| --- | --- | --- |
| 1 | 2.2 | -7930.19768 |
| 2 | 3.6 | -22815.27789 |
| 3 | 2.9 | -5988.90719 |